No. 1
Density functional theory data (ωB97M-V with the def2-TZVPD basis set) for 2 unconnected molecules or ions with the total composition C12H24BrCl2N2O2.

```
43
Properties=species:S:1:pos:R:3:forces:R:3
C 0.8710 -2.6849 0.1138 -1.415 0.502 -0.468
C 0.7566 -1.6788 -1.2182 1.366 -1.728 -0.746
N -0.6098 -1.0610 -1.3806 1.125 0.819 -0.170
C -0.6359 0.4100 -0.9119 -0.754 -1.239 -1.207
C -2.2369 0.7636 -0.7712 -0.283 -0.336 0.299
C -2.6017 2.0105 0.2173 -1.097 0.294 0.030
C -2.6876 1.5448 1.8216 -1.717 -0.718 -1.189
Br -1.8881 2.9270 3.0689 -0.499 -1.066 -0.732
N 0.1580 0.4699 0.3605 -0.510 1.508 -1.003
C 0.7431 1.8184 0.6769 0.590 0.671 1.827
C 2.3572 1.9739 0.3969 0.385 0.775 0.185
C 3.2076 0.5743 0.4694 1.082 0.700 0.141
C 2.7014 2.8624 -0.9780 1.021 0.128 0.826
C -0.0601 1.2870 -2.1672 2.901 4.894 -4.295
O -0.6422 2.5015 -2.3719 1.958 -5.593 1.598
O 1.0478 0.9361 -3.0661 -5.594 0.403 5.170
H -0.2467 -2.7807 0.5147 2.950 0.363 -0.741
H 1.1723 -3.7724 -0.2320 -0.276 2.262 0.880
H 1.5453 -2.2451 0.9625 -1.126 -0.990 -1.668
H 0.8930 -2.4204 -2.1448 -0.332 1.651 1.856
H 1.6582 -0.9263 -1.2959 -2.019 -1.371 0.252
H -0.7852 -1.0348 -2.4162 0.265 0.087 1.410
H -2.7256 0.9118 -1.8438 1.247 -0.080 2.339
H -2.7517 -0.2080 -0.3273 1.057 1.856 -0.744
H -1.9516 2.9814 0.0633 -1.119 -2.311 0.292
H -3.7183 2.3375 -0.0499 2.391 -0.633 0.552
H -2.2666 0.4670 2.0062 -0.414 2.384 -0.193
H -3.8414 1.4955 2.1242 2.665 0.193 -0.536
H -0.3045 0.0083 1.1736 0.356 0.789 -1.257
H 0.6120 1.9674 1.8551 0.287 -0.327 -2.512
H 0.2105 2.7377 0.1875 0.840 -1.934 0.650
H 2.7710 2.6528 1.2881 -1.066 -1.392 -1.810
H 4.1286 0.7275 1.2128 -1.906 -0.285 -1.542
H 2.6159 -0.3491 0.8766 0.949 1.871 -1.133
H 3.6948 0.4087 -0.5947 -1.225 -0.109 2.166
H 1.8398 3.6249 -1.2210 1.600 -1.815 0.263
H 3.6625 3.5180 -0.7152 -1.917 -1.302 -0.538
H 3.0141 2.1831 -1.8841 -1.180 1.358 1.712
C -2.0519 -5.4700 1.2956 -0.377 -0.010 0.103
Cl -0.3660 -5.9936 1.2032 -0.008 -0.178 0.078
Cl -2.2487 -3.8404 0.6392 -0.641 -0.351 0.048
H -2.6716 -6.1624 0.7206 0.251 0.206 0.063
H -2.3686 -5.4729 2.3414 0.190 0.055 -0.259
```
Forces are in eV/Å.

Values from the calculation:
Total charge: -1
Energy above the lowest of the compared OMol25 structures with the same formula, charge and spin: 122.8 kcal/mol
E_HOMO: -4.4 eV

***

No. 2
Density functional theory data (ωB97M-V with the def2-TZVPD basis set) for C6H9ClS in the gas phase.

```
17
Properties=species:S:1:pos:R:3:forces:R:3
C -0.3761 0.3448 0.0557 0.048 -1.718 -0.003
C -1.5756 -0.2225 0.8103 -0.796 1.391 -1.611
C 0.0641 -0.5609 -1.1630 -0.163 -0.308 0.278
C 1.5483 -0.6842 -1.0256 0.515 -0.439 -2.170
C 1.9947 -0.1785 0.0880 -1.764 0.438 1.049
C 0.8389 0.2307 1.0041 1.130 0.376 -0.957
H -1.9659 2.2061 -0.1639 0.881 -0.334 -0.191
H -1.9112 0.4769 1.5652 -0.093 0.029 0.185
H -1.3542 -1.1595 1.2480 0.090 -1.045 0.213
H -0.2450 -0.1361 -2.1282 0.052 -0.198 0.329
H -0.3361 -1.5672 -1.0762 -0.583 -0.141 -0.071
H 2.1765 -1.1207 -1.8380 -0.566 0.590 0.682
H 2.9592 0.1202 0.3296 1.818 -0.228 0.485
H 1.1400 1.1657 1.4221 -0.340 0.776 0.716
H 0.7014 -0.5002 1.8005 -0.111 -0.030 0.059
S -0.6659 2.0045 -0.5716 -0.615 0.973 0.233
Cl -2.9930 -0.4190 -0.3571 0.497 -0.133 0.775
```
Forces are in eV/Å.

Values from the calculation:
SMILES string: SC1(CCl)CC=CC1
Total charge: 0
Energy above the lowest of the compared OMol25 structures with the same formula, charge and spin: 7.3 kcal/mol
E_HOMO: -9.1 eV

***

No. 3
Density functional theory data (ωB97M-V with the def2-TZVPD basis set) for C5H4FN in the gas phase.

```
11
Properties=species:S:1:pos:R:3:forces:R:3
C 0.4275 -0.5588 0.9019 -0.592 0.076 -1.634
C -0.2514 0.6179 1.0865 -0.511 0.868 1.326
C -0.7009 1.3081 -0.0124 0.716 -0.612 -0.836
C 0.0184 -0.3700 -1.4528 0.823 -0.011 1.882
C 0.5895 -1.0864 -0.3600 -0.330 -0.501 -1.534
H -0.4780 0.9997 2.0867 0.379 -0.195 -0.274
H -1.1005 2.3137 0.0578 -0.260 -0.188 0.085
H 0.1067 -0.7243 -2.4831 -0.127 0.076 0.369
H 1.0653 -2.0756 -0.5054 -0.248 0.819 0.156
N -0.5503 0.8100 -1.2410 -0.466 0.412 -1.035
F 0.8738 -1.2343 1.9217 0.616 -0.743 1.496
```
Forces are in eV/Å.

Values from the calculation:
SMILES string: Fc1ccncc1
Total charge: 0
Energy above the lowest of the compared OMol25 structures with the same formula, charge and spin: 4.1 kcal/mol
E_HOMO: -9.8 eV

***

One value per record, in order, for E_tot: -114991.0635 -29724.8198 -9457.0054 eV.